{
  "formula": "C5H13NO",
  "method": "wB97M-V/def2-TZVPD",
  "elements": ["C", "C", "C", "C", "N", "C", "O", "H", "H", "H", "H", "H", "H", "H", "H", "H", "H", "H", "H", "H"],
  "positions_angstrom": [[1.0226, 0.3278, -1.7985], [1.1956, 0.2939, -0.2707], [1.5871, 1.6432, 0.2838], [0.0220, -0.4003, 0.4239], [-0.0197, -1.8055, -0.0087], [-1.3185, 0.3060, 0.2776], [-2.2920, -0.3991, 1.1114], [0.1931, 0.9647, -2.1134], [0.8011, -0.6510, -2.2288], [1.9493, 0.6465, -2.2787], [2.0403, -0.3772, -0.0658], [1.9575, 1.4634, 1.2933], [0.7404, 2.3420, 0.2418], [2.3020, 2.1572, -0.3548], [0.2221, -0.3569, 1.5001], [-0.9845, -2.0890, -0.0402], [0.3493, -2.4328, 0.6959], [-1.1923, 1.3060, 0.6761], [-1.7028, 0.1822, -0.7334], [-2.9272, -0.7024, 0.4635]],
  "forces_ev_per_a": [[-0.1, -0.3, -0.1], [0.3, -0.7, -1.1], [-0.8, 0.3, -0.2], [0.4, 0.0, 0.6], [-0.4, 0.0, 0.0], [0.0, -1.6, 0.7], [0.4, 0.5, -0.5], [0.2, 0.3, 0.1], [0.0, -0.1, 0.3], [-0.1, 0.3, 0.0], [0.0, 0.0, -0.1], [0.0, 0.7, 0.1], [0.0, -0.2, 0.5], [0.5, -0.3, 0.2], [0.0, 0.0, 0.2], [-0.4, -0.1, -0.2], [0.3, 0.2, 0.0], [-0.3, 0.3, -0.5], [0.3, 0.8, -0.3], [-0.5, -0.2, 0.3]],
  "smiles": "CC(C)[C@H](N)CO",
  "de_lowest_ev": 1.033,
  "e_lumo_ev": 0.89
}

---

{
  "formula": "C7H10FN6O",
  "method": "wB97M-V/def2-TZVPD",
  "elements": ["C", "C", "C", "C", "C", "C", "C", "N", "N", "N", "N", "N", "N", "O", "F", "H", "H", "H", "H", "H", "H", "H", "H", "H", "H"],
  "positions_angstrom": [[0.6197, 0.4459, -1.4058], [1.9070, 0.9147, -1.4946], [1.0989, 0.9633, -3.4007], [2.2636, 0.6750, 0.6683], [-1.3957, -0.0373, -0.1485], [0.0804, 0.1662, -0.1718], [-2.2463, 0.9104, 0.6161], [2.1973, 1.3605, -2.7478], [2.7354, 1.0040, -0.4817], [0.0428, 0.5064, -2.6402], [0.9798, 0.2132, 0.8666], [-0.7976, -2.4285, 1.9802], [0.5633, -0.2043, 2.1146], [-1.8946, -0.8938, -0.8656], [1.0066, 1.1627, -4.6993], [3.0064, 0.5783, 1.5035], [-2.1569, 1.8912, 0.2895], [-2.0961, 1.0079, 1.6522], [-3.2753, 0.5981, 0.7281], [-0.9683, 0.5104, -3.0375], [-1.6062, -2.2300, 2.5937], [-0.2253, -3.2383, 2.3282], [-1.1759, -2.4823, 1.0517], [1.2748, -0.1507, 2.7651], [0.0622, -1.2429, 1.9359]],
  "forces_ev_per_a": [[-2.2, -0.6, 1.6], [1.3, 1.2, -1.2], [1.6, 2.2, -0.4], [0.5, -1.4, 1.1], [-1.7, -1.0, 0.3], [1.5, 0.2, -0.1], [-0.9, -1.3, 0.8], [-1.8, -1.9, -1.3], [0.5, 0.6, 0.3], [-0.8, 0.4, -2.8], [0.1, 0.7, -0.2], [0.0, -0.4, 1.1], [-2.8, -1.0, -2.4], [1.0, 0.8, 0.6], [-0.6, -0.5, 1.2], [-1.3, 0.3, -0.5], [0.0, 1.9, -1.1], [1.6, -0.1, 1.6], [-0.4, -0.2, -1.3], [2.4, -0.5, 1.4], [0.8, -0.4, -0.2], [-1.3, 0.9, -0.9], [0.1, -1.0, -0.5], [1.9, 0.1, 1.4], [0.5, 1.3, 1.3]],
  "charge": 1,
  "de_lowest_ev": 0.000,
  "e_lumo_ev": -4.67
}

---

{
  "formula": "C13H10F5NPtS",
  "method": "wB97M-V/def2-TZVPD",
  "elements": ["C", "C", "C", "C", "C", "Pt", "N", "C", "C", "H", "H", "H", "H", "H", "H", "H", "H", "H", "H", "F", "C", "C", "F", "C", "F", "C", "S", "C", "F", "C", "F"],
  "positions_angstrom": [[3.5782, 0.4468, -0.6644], [3.0847, 1.6197, -1.3009], [2.2376, 1.2229, -2.3755], [2.2045, -0.1992, -2.4003], [3.0281, -0.6809, -1.3405], [1.2187, 0.4044, -0.3006], [1.1017, -0.6146, 1.0831], [0.5238, 1.6617, 1.7406], [0.8898, 2.5287, 0.7379], [1.6996, 1.8926, -3.0493], [3.3303, 2.6481, -1.0306], [1.6267, -0.8167, -3.0893], [3.1986, -1.7275, -1.0853], [4.2384, 0.4115, 0.2038], [1.8523, 3.0474, 0.7725], [1.1799, 1.4715, 2.5947], [1.2081, -1.1626, 1.9454], [0.1574, 2.8617, -0.0057], [-0.5007, 1.2891, 1.8188], [-5.2363, -1.7487, 2.0823], [-4.1351, -1.5531, 1.3159], [-3.4343, -2.6538, 0.8178], [-3.8559, -3.9135, 1.0931], [-2.3084, -2.4532, 0.0181], [-1.6517, -3.5349, -0.4806], [-1.8735, -1.1511, -0.2874], [-0.4867, -1.0177, -1.4038], [-2.5786, -0.0475, 0.2036], [-2.1922, 1.2112, -0.1157], [-3.7066, -0.2522, 1.0132], [-4.3986, 0.8096, 1.4890]],
  "forces_ev_per_a": [[0.7, -0.4, -0.2], [0.3, 0.2, -0.2], [-0.3, 0.1, -0.2], [0.1, 0.2, -0.6], [1.0, 0.0, 0.0], [0.2, 3.6, -4.9], [-0.3, -5.0, 6.5], [-0.3, 1.6, -0.3], [-0.7, 0.2, 0.9], [0.3, -0.3, 0.3], [-0.1, -0.4, -0.1], [0.3, 0.3, 0.3], [-0.1, 0.4, -0.1], [-0.2, 0.0, -0.4], [-0.4, -0.3, 0.0], [-0.1, 0.0, -0.5], [-0.1, 0.0, -0.2], [0.2, -0.1, 0.4], [0.4, 0.2, -0.1], [0.8, 0.2, -0.5], [-0.1, 0.1, 0.1], [0.1, -0.4, -0.1], [0.2, 1.0, -0.1], [-0.2, 0.1, 0.2], [-0.7, 0.9, 0.5], [0.8, -0.3, -0.8], [-1.4, 0.0, 0.0], [-0.4, -0.6, 0.3], [-0.3, -0.7, 0.3], [0.1, 0.2, -0.1], [0.4, -0.6, -0.2]],
  "s_squared": 6.03,
  "spin_multiplicity": 5,
  "e_lumo_ev": [0.14, -0.95]
}

---

no.,electronic energy (a.u.)
1,-328.2809
2,-776.0878
3,-1572.6507